Entry 1:
85
Properties=species:S:1:pos:R:3 method="wB97M-V/def2-TZVPD" relative_energy_kj_mol=23.9 e_homo_ev=-6.8 charge=-1
B 0.01643 -0.49563 0.12740
F 0.33854 0.45676 -0.89006
F 1.26001 -0.98303 0.57847
F -0.75057 0.19535 1.07092
F -0.78875 -1.50787 -0.51574
C -1.85185 -0.23845 -3.81871
C -0.77559 -1.23714 -4.09763
C -0.60829 -1.53495 -5.58394
O -1.76323 -2.07290 -6.22734
C -2.23408 -3.24484 -5.62328
N 0.54479 -0.70755 -3.65097
H -2.83921 -0.60794 -4.13219
H -1.76319 0.77035 -4.22625
H -1.97485 -0.08062 -2.74174
H -0.80731 -2.18340 -3.55756
H 0.24936 -2.19904 -5.73392
H -0.43027 -0.60633 -6.13187
H -2.49666 -3.12355 -4.55909
H -1.59651 -4.11630 -5.76626
H -3.27957 -3.39841 -5.91945
H 0.88311 0.01943 -4.27125
H 0.41818 -0.35413 -2.70877
C 0.82608 -0.69877 5.89273
C 1.78351 -0.38125 4.76026
C 1.62077 -1.27246 3.53915
O 1.78143 -2.63213 3.90421
C 1.18571 -3.49352 2.94355
N 1.66732 1.05171 4.44112
H -0.22994 -0.58817 5.63890
H 1.02555 -0.17656 6.83056
H 0.93896 -1.76146 6.13732
H 2.80902 -0.59035 5.11171
H 2.37047 -1.02974 2.78708
H 0.60086 -1.08461 3.17990
H 1.34655 -3.22140 1.90335
H 0.11744 -3.61897 3.17140
H 1.55727 -4.48934 3.20534
H 2.22407 1.34169 3.63646
H 1.98573 1.54208 5.26848
C -4.59595 2.01233 1.43159
C -4.58456 0.68985 0.68345
C -3.97863 0.77694 -0.70553
O -4.76327 1.70197 -1.43144
C -4.24107 2.02471 -2.70472
N -4.00277 -0.38009 1.53496
H -3.58223 2.42632 1.45274
H -4.92200 1.94366 2.46763
H -5.21095 2.73105 0.88387
H -5.60976 0.34074 0.51857
H -3.99384 -0.22295 -1.16144
H -2.93444 1.12046 -0.74249
H -4.72322 2.93699 -3.04405
H -4.42670 1.19394 -3.39245
H -3.15796 2.18073 -2.65160
H -4.36441 -0.33496 2.47970
H -3.01402 -0.15103 1.62483
C 3.83743 1.41725 -0.88068
C 4.04466 1.57047 0.65331
C 4.55939 2.95196 1.01047
O 5.83987 3.32414 0.52090
C 6.83993 2.41148 0.88319
N 2.74272 1.33936 1.29217
H 3.25659 0.53281 -1.13695
H 4.82782 1.28019 -1.34093
H 3.41410 2.28417 -1.39212
H 4.76742 0.80292 0.93394
H 4.64719 2.96475 2.11053
H 3.81358 3.71940 0.80285
H 6.91621 2.17349 1.95243
H 7.75952 2.84579 0.49062
H 6.74893 1.42318 0.41082
H 2.03949 1.85512 0.75431
H 2.39854 0.40760 1.02374
O 1.12464 -3.36943 -1.19614
H 0.36108 -2.74710 -1.18398
H 1.83465 -2.87812 -0.78351
O -0.07500 2.62008 -2.38288
H 0.23600 2.23585 -3.20833
H 0.03293 1.90013 -1.72307
O -1.10341 1.36196 3.68722
H -0.95139 0.79647 2.92068
H -0.23334 1.37419 4.14713
O -3.80187 -2.78106 0.15550
H -3.11572 -2.47924 -0.45068
H -4.01745 -1.97503 0.71354

=====

Entry 2:
69
Properties=species:S:1:pos:R:3 method="wB97M-V/def2-TZVPD" relative_energy_kj_mol=0.0 e_homo_ev=-8.2 smiles="COc1ccc([C@H]2/C(=C(/O)c3ccc4c(c3)C[C@H](C)O4)C(=O)C(=O)N2CCN2CCOCC2)cc1OC"
C -3.37259 -1.93439 3.10262
O -2.39269 -2.20220 2.12804
C -1.62476 -1.17154 1.68935
C -1.63736 0.11416 2.20312
C -0.86737 1.11533 1.63100
C -0.09598 0.85134 0.51629
C 0.62091 1.95148 -0.22954
C -0.12017 3.26055 -0.30870
C -1.45855 3.50740 -0.48727
O -1.91807 4.74912 -0.45144
C -2.47566 2.45443 -0.55651
C -3.60917 2.60038 0.24361
C -4.52093 1.57266 0.40059
C -4.28573 0.39169 -0.28165
C -3.20108 0.26457 -1.15575
C -2.29196 1.28155 -1.29707
C -3.27720 -1.09392 -1.78444
C -4.43771 -1.75160 -1.00612
C -5.50492 -2.35877 -1.90412
O -5.03349 -0.72339 -0.19271
C 0.76626 4.32470 0.07644
O 0.49909 5.52434 0.09457
C 2.05839 3.67582 0.53839
O 3.05366 4.20976 0.97336
N 1.87365 2.34026 0.40098
C 2.87688 1.36932 0.74483
C 3.68505 0.91116 -0.47867
N 4.60554 -0.14812 -0.11624
C 3.97266 -1.45418 -0.08274
C 4.97534 -2.48305 0.44008
O 6.12595 -2.53183 -0.36740
C 6.73811 -1.26418 -0.42414
C 5.77971 -0.20580 -0.97069
C -0.01804 -0.45633 0.03959
C -0.75708 -1.47174 0.61544
O -0.75609 -2.77133 0.20195
C 0.17177 -3.16163 -0.77992
H -4.07680 -1.17003 2.75877
H -3.90196 -2.87423 3.25050
H -2.92491 -1.62065 4.05090
H -2.26186 0.35710 3.04681
H -0.90133 2.11188 2.04215
H 0.84289 1.58510 -1.24582
H -1.15455 5.36791 -0.27116
H -3.74847 3.52627 0.77941
H -5.37888 1.67522 1.04474
H -1.46072 1.19016 -1.97722
H -3.50741 -1.02082 -2.85051
H -2.35224 -1.65515 -1.67090
H -4.05354 -2.51381 -0.31550
H -5.90483 -1.60078 -2.57418
H -5.07732 -3.16715 -2.49087
H -6.31853 -2.75109 -1.30016
H 3.55598 1.84079 1.45817
H 2.38736 0.51822 1.22491
H 4.25826 1.76562 -0.84428
H 2.99944 0.59362 -1.28465
H 3.63500 -1.76050 -1.09205
H 3.10948 -1.42249 0.58448
H 5.25141 -2.21694 1.47120
H 4.54577 -3.48656 0.42456
H 7.06568 -0.96339 0.58171
H 7.60699 -1.37197 -1.07518
H 5.51323 -0.46331 -2.01171
H 6.27238 0.76774 -0.96159
H 0.61177 -0.66360 -0.81193
H 1.20061 -2.95481 -0.46809
H 0.04047 -4.23619 -0.89573
H -0.01978 -2.67220 -1.74185

=====

Entry 3:
33
Properties=species:S:1:pos:R:3 method="wB97M-V/def2-TZVPD" relative_energy_kj_mol=46.4 e_homo_ev=-9.7 smiles="N[C@](CCO)(CCCCB(O)O)C(=O)O"
N -2.16970 2.43753 0.06940
C -1.56698 1.06080 0.04451
C -2.54726 0.11302 0.71641
C -2.44082 -1.29783 0.11951
O -3.37785 -1.33100 -0.94955
C -0.23437 0.93981 0.75426
C 0.36388 -0.52858 0.76800
C 1.65721 -0.64335 1.51958
C 2.86860 0.01263 0.79987
B 3.38320 -0.67102 -0.51195
O 4.32303 -0.25288 -1.42320
O 3.08056 -1.99242 -0.56766
C -1.36902 0.77931 -1.52933
O -2.30313 0.92600 -2.33788
O -0.19743 0.35039 -1.92753
H -3.13862 2.43426 -0.26805
H -1.56645 2.97398 -0.55708
H -3.61528 0.53560 0.85976
H -2.40122 0.08122 1.79902
H -1.48812 -1.70290 -0.32830
H -2.86316 -1.98171 0.85606
H -3.16076 -0.72729 -1.67029
H 0.56152 1.63339 0.38051
H -0.41406 1.31791 1.76604
H 0.69036 -0.73172 -0.25380
H -0.35630 -1.31251 1.02702
H 1.52670 -0.27666 2.56321
H 1.96739 -1.72386 1.68962
H 3.80094 0.08493 1.37096
H 2.78498 1.04345 0.53462
H 4.87729 0.48147 -1.09126
H 3.54471 -2.42588 -1.30509
H -0.21982 0.39392 -2.91738

=====

Entry 4:
51
Properties=species:S:1:pos:R:3 method="wB97M-V/def2-TZVPD" multiplicity=5 e_homo_ev="-7.6 / -11.6" charge=+1
Fe -0.02343 -0.19094 -0.10040
P -2.06312 0.63700 0.16496
C -2.90629 -0.94982 -0.22065
C -2.06924 -1.72198 -1.19895
N -0.72834 -1.44931 -1.25134
C 0.10457 -2.08486 -2.13095
C -0.40876 -3.04494 -2.97324
C -1.77447 -3.31557 -2.96506
C -2.61225 -2.62752 -2.08585
C 1.57020 -1.77468 -2.08106
P 1.98172 -1.01918 -0.44423
H -3.69556 -2.78733 -2.03917
H 0.29156 -3.54663 -3.64368
H -2.18789 -4.06101 -3.62962
H 2.17187 -2.68853 -2.15058
H 1.87916 -1.09581 -2.88946
H -3.05324 -1.50727 0.72087
H -3.87987 -0.69473 -0.65024
H -0.11281 -2.84787 4.00789
O -0.89279 -3.11901 3.48105
H -1.21326 -3.90949 3.96453
H 2.94821 -1.12074 3.63872
O 2.86570 -2.03661 3.97357
H 3.62384 -2.11437 4.58599
C 2.36039 -2.46830 0.56269
H 3.12149 -3.05966 0.02509
H 2.71513 -2.19429 1.56911
H 1.46197 -3.08405 0.71943
C 3.51551 -0.14275 -0.78196
H 3.89760 0.32287 0.13699
H 4.24487 -0.86455 -1.18578
H 3.34738 0.66563 -1.50713
C -2.60041 1.75209 -1.16259
H -3.70078 1.71409 -1.22555
H -2.26539 2.77892 -0.95150
H -2.17079 1.47239 -2.13360
C -2.95771 1.19074 1.62611
H -2.56674 2.15465 1.97681
H -4.02480 1.28041 1.35895
H -2.83345 0.46437 2.44072
F 2.25447 4.41109 3.15709
C 1.72749 3.38367 2.41273
C 0.90363 2.45860 3.05014
C 0.37021 1.41575 2.27959
C 0.66140 1.31490 0.91347
C 1.49020 2.26287 0.30407
C 2.04039 3.31288 1.05670
H 0.69228 2.56517 4.11544
H -0.26949 0.67433 2.75981
H 1.71073 2.20534 -0.76284
H 2.69392 4.06507 0.61589